Below is a cluster of 10 separate species, C56H141N9O20 in total in a non-equilibrium geometry, with properties calculated with the ωB97M-V functional and the def2-TZVPD basis.

Last columns: bonded neighbours and bond lengths (Å).
Atoms and positions in Å:
1 C 5.5903 -6.2577 1.7767  O2 1.370, H10 1.090, H11 1.090, H12 1.090
2 O 4.9194 -5.2330 1.1635  C1 1.370, C3 1.457
3 C 5.0130 -3.8822 1.7023  O2 1.457, C4 1.572, H13 1.090, H14 1.090
4 C 4.0553 -2.8753 0.9666  C3 1.572, N5 1.459, H15 1.090, H16 1.090
5 N 4.3083 -1.4758 1.2938  C4 1.459, C6 1.466, H17 1.010
6 C 5.5740 -1.0001 0.7273  N5 1.466, C7 1.537, H18 1.090, H19 1.090
7 C 5.6433 0.5206 0.9405  C6 1.537, O8 1.390, H20 1.090, H21 1.090
8 O 5.0687 1.1580 -0.1534  C7 1.390, C9 1.368
9 C 5.0935 2.5208 -0.0365  O8 1.368, H22 1.090, H23 1.090, H24 1.090
10 H 5.2104 -6.3606 2.7931  C1 1.090
11 H 6.6367 -5.9880 1.9196  C1 1.090
12 H 5.5700 -7.1660 1.1745  C1 1.090
13 H 6.0494 -3.5792 1.5537  C3 1.090
14 H 4.8293 -3.8280 2.7753  C3 1.090
15 H 3.0246 -3.0439 1.2787  C4 1.090
16 H 4.0505 -2.9055 -0.1230  C4 1.090
17 H 3.4951 -0.9578 0.9930  N5 1.010
18 H 5.6660 -1.2860 -0.3205  C6 1.090
19 H 6.3963 -1.4458 1.2871  C6 1.090
20 H 6.6310 0.9110 1.1860  C7 1.090
21 H 5.0066 0.8625 1.7565  C7 1.090
22 H 4.5235 2.8242 0.8416  C9 1.090
23 H 4.7864 3.0351 -0.9472  C9 1.090
24 H 6.1517 2.7549 0.0799  C9 1.090
25 C -4.5362 4.1581 -0.1832  O26 1.419, H34 1.090, H35 1.090, H36 1.090
26 O -5.7467 3.5442 0.2313  C25 1.419, C27 1.392
27 C -5.6511 2.1567 0.2825  O26 1.392, C28 1.549, H37 1.090, H38 1.090
28 C -6.5904 1.4696 1.3046  C27 1.549, N29 1.460, H39 1.090, H40 1.090
29 N -6.1233 1.4918 2.6882  C28 1.460, C30 1.506, H41 1.010
30 C -6.0654 2.8919 3.2396  N29 1.506, C31 1.558, H42 1.090, H43 1.090
31 C -5.5089 3.0055 4.6905  C30 1.558, O32 1.427, H44 1.090, H45 1.090
32 O -4.1079 2.7455 4.7714  C31 1.427, C33 1.430
33 C -3.7607 2.6179 6.1530  O32 1.430, H46 1.090, H47 1.090, H48 1.090
34 H -4.7131 5.2328 -0.2265  C25 1.090
35 H -4.1018 3.8382 -1.1303  C25 1.090
36 H -3.7999 4.0666 0.6153  C25 1.090
37 H -4.6767 1.8614 0.6717  C27 1.090
38 H -5.5843 1.7428 -0.7236  C27 1.090
39 H -6.5830 0.4294 0.9788  C28 1.090
40 H -7.6262 1.8033 1.2424  C28 1.090
41 H -5.1791 1.1365 2.7374  N29 1.010
42 H -7.0169 3.4148 3.1425  C30 1.090
43 H -5.3725 3.4878 2.6456  C30 1.090
44 H -6.1409 2.3082 5.2403  C31 1.090
45 H -5.6495 3.9880 5.1411  C31 1.090
46 H -4.2556 1.8136 6.6972  C33 1.090
47 H -3.6571 3.5058 6.7767  C33 1.090
48 H -2.7674 2.1790 6.0586  C33 1.090
49 C -1.5982 -5.8276 8.1552  O50 1.426, H58 1.090, H59 1.090, H60 1.090
50 O -0.2176 -5.9330 7.8161  C49 1.426, C51 1.431
51 C 0.0073 -6.9646 6.8499  O50 1.431, C52 1.556, H61 1.090, H62 1.090
52 C 1.3206 -6.5935 6.1033  C51 1.556, N53 1.480, H63 1.090, H64 1.090
53 N 2.5338 -6.9743 6.8599  C52 1.480, C54 1.492, H65 1.010
54 C 2.6873 -6.5930 8.2943  N53 1.492, C55 1.494, H66 1.090, H67 1.090
55 C 3.9743 -7.1412 8.8180  C54 1.494, O56 1.466, H68 1.090, H69 1.090
56 O 3.6297 -8.4862 9.2882  C55 1.466, C57 1.421
57 C 4.7050 -9.0711 10.0107  O56 1.421, H70 1.090, H71 1.090, H72 1.090
58 H -1.8863 -4.8567 8.5582  C49 1.090
59 H -1.8448 -6.5859 8.8984  C49 1.090
60 H -2.3230 -5.9772 7.3549  C49 1.090
61 H -0.7440 -7.0225 6.0623  C51 1.090
62 H 0.0510 -7.9982 7.1931  C51 1.090
63 H 1.3315 -5.5624 5.7499  C52 1.090
64 H 1.3408 -7.1588 5.1715  C52 1.090
65 H 2.6249 -7.9739 6.7482  N53 1.010
66 H 1.8637 -6.9328 8.9222  C54 1.090
67 H 2.7445 -5.5122 8.4233  C54 1.090
68 H 4.2912 -6.4214 9.5727  C55 1.090
69 H 4.7465 -7.2330 8.0542  C55 1.090
70 H 4.3622 -9.8492 10.6927  C57 1.090
71 H 5.1569 -8.3311 10.6711  C57 1.090
72 H 5.3886 -9.5152 9.2870  C57 1.090
73 C 7.1260 5.6130 3.8040  O74 1.399, H82 1.090, H83 1.090, H84 1.090
74 O 5.7317 5.5978 3.6902  C73 1.399, C75 1.473
75 C 5.0855 5.2899 4.9774  O74 1.473, C76 1.467, H85 1.090, H86 1.090
76 C 3.7030 4.8617 4.7402  C75 1.467, N77 1.459, H87 1.090, H88 1.090
77 N 2.8757 5.9286 4.1880  C76 1.459, C78 1.443, H89 1.010
78 C 1.5722 5.4729 3.7702  N77 1.443, C79 1.545, H90 1.090, H91 1.090
79 C 1.0154 6.5537 2.8165  C78 1.545, O80 1.448, H92 1.090, H93 1.090
80 O 1.3866 6.2155 1.4583  C79 1.448, C81 1.363
81 C 1.2096 7.2543 0.5945  O80 1.363, H94 1.090, H95 1.090, H96 1.090
82 H 7.6373 6.4284 4.3157  C73 1.090
83 H 7.4588 5.7613 2.7767  C73 1.090
84 H 7.5112 4.6792 4.2136  C73 1.090
85 H 5.0953 6.2023 5.5736  C75 1.090
86 H 5.6151 4.5333 5.5564  C75 1.090
87 H 3.2215 4.4609 5.6322  C76 1.090
88 H 3.6536 3.9605 4.1291  C76 1.090
89 H 3.4108 6.2078 3.3782  N77 1.010
90 H 0.8781 5.4222 4.6090  C78 1.090
91 H 1.5126 4.4775 3.3301  C78 1.090
92 H 1.3317 7.5558 3.1061  C79 1.090
93 H -0.0742 6.5314 2.8325  C79 1.090
94 H 0.1827 7.4306 0.2744  C81 1.090
95 H 1.7385 7.0416 -0.3346  C81 1.090
96 H 1.6608 8.1866 0.9340  C81 1.090
97 C 1.4762 7.5958 -7.2951  O98 1.400, H106 1.090, H107 1.090, H108 1.090
98 O 0.2507 8.2174 -7.0245  C97 1.400, C99 1.363
99 C -0.6723 7.5088 -6.3154  O98 1.363, C100 1.509, H109 1.090, H110 1.090
100 C -2.0051 8.2105 -6.2165  C99 1.509, N101 1.520, H111 1.090, H112 1.090
101 N -2.5082 8.6119 -7.5935  C100 1.520, C102 1.501, H113 1.010
102 C -3.9353 9.0726 -7.5258  N101 1.501, C103 1.600, H114 1.090, H115 1.090
103 C -4.0654 10.5014 -6.8172  C102 1.600, O104 1.421, H116 1.090, H117 1.090
104 O -3.8590 10.5269 -5.4114  C103 1.421, C105 1.431
105 C -4.1323 11.7739 -4.7642  O104 1.431, H118 1.090, H119 1.090, H120 1.090
106 H 2.0282 8.2577 -7.9624  C97 1.090
107 H 1.3679 6.5802 -7.6758  C97 1.090
108 H 1.8743 7.3910 -6.3013  C97 1.090
109 H -0.3942 7.2720 -5.2884  C99 1.090
110 H -0.8294 6.5983 -6.8937  C99 1.090
111 H -1.9741 9.1548 -5.6730  C100 1.090
112 H -2.7509 7.6361 -5.6671  C100 1.090
113 H -1.8428 9.2830 -7.9498  N101 1.010
114 H -4.6138 8.4315 -6.9632  C102 1.090
115 H -4.3280 9.1492 -8.5397  C102 1.090
116 H -5.0472 10.9231 -7.0324  C103 1.090
117 H -3.3554 11.1735 -7.2992  C103 1.090
118 H -4.7647 12.4353 -5.3564  C105 1.090
119 H -3.1875 12.2820 -4.5710  C105 1.090
120 H -4.6087 11.5248 -3.8159  C105 1.090
121 C -3.2994 -2.2656 1.3643  O122 1.423, H130 1.090, H131 1.090, H132 1.090
122 O -2.5146 -1.0792 1.3822  C121 1.423, C123 1.422
123 C -1.2979 -1.1297 2.1158  O122 1.422, C124 1.527, H133 1.090, H134 1.090
124 C -0.5471 0.1819 1.8944  C123 1.527, N125 1.483, H135 1.090, H136 1.090
125 N -0.1999 0.1903 0.4524  C124 1.483, C126 1.455, H137 1.010
126 C 0.0499 1.5516 0.0029  N125 1.455, C127 1.555, H138 1.090, H139 1.090
127 C 0.1338 1.5169 -1.5497  C126 1.555, O128 1.441, H140 1.090, H141 1.090
128 O -1.0932 1.0320 -2.1281  C127 1.441, C129 1.412
129 C -1.0478 0.8464 -3.5274  O128 1.412, H142 1.090, H143 1.090, H144 1.090
130 H -4.2242 -2.1191 0.8063  C121 1.090
131 H -3.5731 -2.5608 2.3773  C121 1.090
132 H -2.8592 -3.1398 0.8847  C121 1.090
133 H -0.6210 -1.9438 1.8565  C123 1.090
134 H -1.4868 -1.0342 3.1850  C123 1.090
135 H 0.4085 0.1048 2.4130  C124 1.090
136 H -1.1196 1.0859 2.1019  C124 1.090
137 H -1.0116 -0.0364 -0.1042  N125 1.010
138 H 0.9663 1.9310 0.4549  C126 1.090
139 H -0.7352 2.2472 0.2992  C126 1.090
140 H 0.9646 0.9083 -1.9068  C127 1.090
141 H 0.4646 2.4834 -1.9300  C127 1.090
142 H -2.0181 0.4454 -3.8205  C129 1.090
143 H -0.2761 0.1069 -3.7410  C129 1.090
144 H -0.7935 1.7980 -3.9941  C129 1.090
145 C 3.8307 5.5109 -12.1037  O146 1.403, H154 1.090, H155 1.090, H156 1.090
146 O 4.8575 6.4246 -11.8222  C145 1.403, C147 1.438
147 C 6.2071 5.9990 -12.0785  O146 1.438, C148 1.515, H157 1.090, H158 1.090
148 C 7.0085 5.6791 -10.8336  C147 1.515, N149 1.417, H159 1.090, H160 1.090
149 N 6.6439 4.4617 -10.2078  C148 1.417, C150 1.507, H161 1.010
150 C 7.5665 3.9581 -9.1283  N149 1.507, C151 1.531, H162 1.090, H163 1.090
151 C 6.9126 2.7842 -8.3944  C150 1.531, O152 1.430, H164 1.090, H165 1.090
152 O 5.8474 3.2250 -7.5488  C151 1.430, C153 1.404
153 C 5.3290 2.2861 -6.6435  O152 1.404, H166 1.090, H167 1.090, H168 1.090
154 H 3.7320 5.3728 -13.1804  C145 1.090
155 H 2.8608 5.9268 -11.8306  C145 1.090
156 H 3.8889 4.6318 -11.4618  C145 1.090
157 H 6.7139 6.7482 -12.6867  C147 1.090
158 H 6.1340 5.0384 -12.5885  C147 1.090
159 H 6.8225 6.4770 -10.1147  C148 1.090
160 H 8.0900 5.7859 -10.9182  C148 1.090
161 H 5.7554 4.5689 -9.7396  N149 1.010
162 H 7.7886 4.7342 -8.3958  C150 1.090
163 H 8.4969 3.6696 -9.6175  C150 1.090
164 H 7.5716 2.3283 -7.6555  C151 1.090
165 H 6.5441 2.0576 -9.1186  C151 1.090
166 H 4.7054 1.5749 -7.1851  C153 1.090
167 H 4.7753 2.9648 -5.9947  C153 1.090
168 H 6.0445 1.7251 -6.0422  C153 1.090
169 C -9.2483 -6.6103 -0.1897  O170 1.440, H178 1.090, H179 1.090, H180 1.090
170 O -8.3103 -7.4511 0.5077  C169 1.440, C171 1.398
171 C -7.9626 -6.9942 1.7827  O170 1.398, C172 1.531, H181 1.090, H182 1.090
172 C -7.1163 -7.9346 2.6445  C171 1.531, N173 1.516, H183 1.090, H184 1.090
173 N -5.6869 -8.1639 2.1938  C172 1.516, C174 1.495, H185 1.010
174 C -5.5052 -8.6362 0.7871  N173 1.495, C175 1.516, H186 1.090, H187 1.090
175 C -4.0554 -9.0292 0.5830  C174 1.516, O176 1.423, H188 1.090, H189 1.090
176 O -3.7702 -10.2752 1.2092  C175 1.423, C177 1.463
177 C -2.3490 -10.6006 1.3271  O176 1.463, H190 1.090, H191 1.090, H192 1.090
178 H -9.8062 -7.2171 -0.9029  C169 1.090
179 H -8.7753 -5.7800 -0.7139  C169 1.090
180 H -10.0581 -6.1614 0.3855  C169 1.090
181 H -8.8634 -6.8142 2.3694  C171 1.090
182 H -7.4067 -6.0566 1.7898  C171 1.090
183 H -7.6749 -8.8656 2.7406  C172 1.090
184 H -7.0542 -7.4861 3.6360  C172 1.090
185 H -5.3432 -8.9585 2.7141  N173 1.010
186 H -5.8358 -7.9938 -0.0290  C174 1.090
187 H -6.1620 -9.5060 0.7743  C174 1.090
188 H -3.3473 -8.2266 0.7898  C175 1.090
189 H -3.8729 -9.1349 -0.4864  C175 1.090
190 H -1.8739 -9.8957 2.0094  C177 1.090
191 H -1.8190 -10.5222 0.3778  C177 1.090
192 H -2.1774 -11.5946 1.7401  C177 1.090
193 C -5.4966 -1.9665 -5.3921  O194 1.408, H202 1.090, H203 1.090, H204 1.090
194 O -4.5882 -2.5469 -4.4855  C193 1.408, C195 1.439
195 C -4.4226 -3.9600 -4.7028  O194 1.439, C196 1.541, H205 1.090, H206 1.090
196 C -3.4336 -4.4437 -3.6244  C195 1.541, N197 1.431, H207 1.090, H208 1.090
197 N -2.1103 -3.9784 -3.9063  C196 1.431, C198 1.532, H209 1.010
198 C -1.0511 -4.1779 -2.8179  N197 1.532, C199 1.528, H210 1.090, H211 1.090
199 C -0.7105 -5.6306 -2.4888  C198 1.528, O200 1.430, H212 1.090, H213 1.090
200 O 0.4804 -5.9607 -3.2092  C199 1.430, C201 1.410
201 C 0.9510 -7.2375 -2.8414  O200 1.410, H214 1.090, H215 1.090, H216 1.090
202 H -6.5071 -2.3616 -5.4959  C193 1.090
203 H -4.9471 -1.6781 -6.2882  C193 1.090
204 H -5.7427 -0.9876 -4.9806  C193 1.090
205 H -4.0975 -4.2000 -5.7151  C195 1.090
206 H -5.3763 -4.4854 -4.6527  C195 1.090
207 H -3.5567 -5.5184 -3.4907  C196 1.090
208 H -3.6406 -3.9078 -2.6980  C196 1.090
209 H -2.2751 -2.9974 -4.0811  N197 1.010
210 H -1.4039 -3.5009 -2.0399  C198 1.090
211 H -0.1869 -3.5858 -3.1189  C198 1.090
212 H -1.5244 -6.3334 -2.6669  C199 1.090
213 H -0.4410 -5.5940 -1.4333  C199 1.090
214 H 1.2209 -7.2880 -1.7866  C201 1.090
215 H 1.8659 -7.4903 -3.3774  C201 1.090
216 H 0.2166 -7.9991 -3.1038  C201 1.090
217 O 1.4750 0.0107 7.8718  C218 1.400, H221 0.960
218 C 1.0153 -1.2488 8.2745  O217 1.400, C219 1.562, H222 1.090, H223 1.090
219 C 0.6664 -1.3330 9.7944  C218 1.562, O220 1.435, H224 1.090, H225 1.090
220 O 1.8443 -1.5112 10.5944  C219 1.435, H226 0.960
221 H 2.4321 -0.0411 7.8182  O217 0.960
222 H 0.0700 -1.5352 7.8136  C218 1.090
223 H 1.7611 -2.0042 8.0269  C218 1.090
224 H -0.0985 -2.0701 10.0390  C219 1.090
225 H 0.1970 -0.3897 10.0733  C219 1.090
226 H 2.2061 -0.6486 10.8102  O220 0.960

Results
- LUMO energy (Ha) = 0.009
- relative energy (zero: lowest compared OMol25 entry of this formula, charge and spin) (kJ/mol) = 311.5
- HOMO energy (Ha) = -0.3043
- F_max (eV/Å) = 3.16
- energy (a.u.) = -4215.1595
- SMILES = COCCNCCOC.COCCNCCOC.COCCNCCOC.COCCNCCOC.COCCNCCOC.COCCNCCOC.COCCNCCOC.COCCNCCOC.COCCNCCOC.OCCO